ORCA calculation (ωB97M-V/def2-TZVPD) on a molecular structure, C5H10FN in a non-equilibrium geometry.

Each line ends with the Löwdin charge.
Element x y z (Å)
1 C -0.38 -1.76 0.35  -0.05
2 C -0.39 -0.27 -0.04  -0.56
3 C 0.21 0.67 1.08  -0.07
4 C 1.03 1.54 0.03  -0.30
5 C 0.78 0.30 -0.86  -0.10
6 H 0.47 -2.11 0.97  0.08
7 H -0.45 -2.28 -0.63  0.08
8 H -1.34 -2.04 0.88  0.10
9 H -1.77 0.92 -1.03  0.08
10 H -2.01 -0.68 -1.17  0.06
11 H 0.86 0.08 1.78  0.12
12 H -0.59 1.21 1.66  0.12
13 H 0.56 2.48 -0.15  0.13
14 H 1.71 -0.25 -0.66  0.12
15 H 0.70 0.47 -1.97  0.12
16 N -1.73 0.03 -0.53  0.07
17 F 2.35 1.68 0.31  0.00

Output
- HOMO: -9.25 eV
- Orbital gap: 10.289 eV
- LUMO energy: 1.0400 eV
- E_tot: -351.08786 Eh